Entry 1:
Below is C23H34As2N7O2PdS2 as an isolated structure, with properties calculated with the ωB97M-V functional and the def2-TZVPD basis.

Charge ... +3
HOMO-LUMO gap ... 6.46 eV
LUMO energy ... -10.530 eV
Spin multiplicity ... 1

```
71
Properties=species:S:1:pos:R:3:forces:R:3:mulliken_charge:R:1
Pd -0.61256 0.46264 0.32734 -0.46 -1.43 0.17 0.277
C 0.87330 -2.97847 1.87509 0.27 0.42 0.28 -1.145
As -0.48486 -1.92953 1.01205 -0.77 0.44 -1.19 1.100
C -0.59635 -2.75475 -0.74335 0.13 -0.12 0.05 -1.162
C -2.18069 -2.47544 1.71936 0.30 -0.17 0.25 0.094
C -2.36998 -3.75033 2.24237 -0.10 -0.09 -0.05 -0.628
C -3.65428 -4.17341 2.55800 0.03 0.05 0.01 -0.775
C -4.73853 -3.32281 2.36910 0.03 0.02 -0.01 -0.772
C -4.54225 -2.04275 1.87102 0.02 -0.03 0.08 -0.723
C -3.25053 -1.61847 1.56817 -0.41 0.16 -0.16 0.195
As -2.92546 0.21333 1.09774 1.08 -0.30 0.56 1.111
C -4.47985 0.82912 0.15040 0.26 0.17 -0.35 -1.248
C -3.02554 1.08178 2.81718 -0.05 0.16 -0.07 -1.209
H 0.74685 -4.00559 1.54060 -0.06 -0.03 -0.01 0.459
H 0.76842 -2.90527 2.95453 0.02 -0.04 0.03 0.422
H 1.85489 -2.61562 1.58201 0.01 -0.01 -0.02 0.330
H -0.73212 -3.82972 -0.62940 0.01 -0.02 0.01 0.542
H 0.30967 -2.56395 -1.31617 0.03 0.03 0.00 0.263
H -1.46139 -2.34018 -1.25461 -0.03 0.01 -0.04 0.340
H -1.53701 -4.42808 2.37960 0.00 -0.01 0.00 0.399
H -3.80951 -5.17255 2.94291 -0.01 0.02 0.02 0.436
H -5.73742 -3.64912 2.62624 0.01 -0.03 -0.03 0.443
H -5.39162 -1.38166 1.75191 -0.01 -0.02 0.01 0.350
H -5.31128 0.80716 0.85136 -0.04 -0.02 0.03 0.493
H -4.68481 0.19213 -0.70547 -0.03 -0.05 0.00 0.420
H -4.32208 1.85391 -0.17782 -0.05 0.04 0.02 0.353
H -3.94263 0.75270 3.30358 -0.03 0.00 0.01 0.555
H -3.04064 2.16417 2.70170 0.01 0.01 0.00 0.371
H -2.16512 0.78299 3.40936 0.02 -0.02 0.03 0.306
C -0.53987 0.25114 -3.45010 -0.05 -0.09 -0.03 -0.931
C -0.84312 1.62627 -2.97308 0.10 0.03 0.01 0.418
N -1.10319 1.86838 -1.69346 -0.10 0.11 -0.08 0.333
C -1.34454 3.05893 -1.19972 0.23 -0.17 -0.45 0.085
C -0.94484 4.23354 -3.20435 -0.11 0.22 0.11 -0.113
S -0.82005 2.84918 -4.13514 0.23 -0.11 -0.12 0.045
C -0.93100 3.46827 1.08525 0.05 -0.28 0.10 -0.393
C -0.74744 4.67532 1.63876 -0.14 0.29 -0.15 -0.435
S 0.28576 4.47458 2.97678 0.13 -0.09 0.16 -0.102
C 0.38569 2.78463 2.68668 0.09 -0.05 0.24 0.138
N -0.31120 2.39085 1.65015 -0.25 0.49 -0.59 0.751
C 1.13394 1.86484 3.59122 0.00 0.08 0.03 -1.091
H -0.50099 -0.42158 -2.59732 -0.01 -0.01 0.02 -0.228
H 0.41729 0.23085 -3.97568 0.00 0.00 0.05 0.419
H -1.30463 -0.08879 -4.15475 -0.01 0.00 0.04 0.527
H -0.84513 5.19244 -3.70429 -0.12 0.00 0.06 0.468
H -1.13528 5.63073 1.32676 -0.02 -0.02 0.03 0.533
H 2.11687 2.26402 3.84058 0.00 -0.02 -0.04 0.472
H 1.24395 0.89503 3.11312 0.03 -0.02 -0.04 0.035
H 0.59314 1.74453 4.53213 -0.01 -0.01 -0.02 0.337
O -1.22084 5.34378 -1.25327 -0.05 -0.12 0.04 -0.584
N -1.16177 4.27393 -1.87829 0.14 0.27 -0.34 0.706
O -1.80564 3.15392 0.00465 -0.08 0.28 0.74 -0.106
C 4.68639 -2.24884 -1.65088 0.05 -0.02 0.01 -1.258
C 5.10236 -1.01928 -2.45416 -0.12 -0.07 -0.01 0.662
C 4.41075 -0.96927 -3.81449 -0.02 0.01 0.04 -1.258
C 4.90452 0.27826 -1.65800 0.00 -0.07 -0.11 -0.949
N 3.63573 0.29668 -0.89781 0.20 -0.03 -0.18 0.305
C 3.44371 0.10989 0.41085 -0.01 -0.01 0.11 -0.208
N 2.15359 0.08216 0.65013 0.17 -0.05 -0.31 -0.207
N 1.57137 0.25261 -0.56617 0.01 0.10 1.16 0.583
N 2.45661 0.38361 -1.49077 -0.42 0.10 -0.20 -0.914
H 5.02087 -3.15373 -2.15592 -0.02 0.00 0.01 0.472
H 3.59653 -2.31505 -1.56027 0.02 0.02 0.02 0.077
H 5.12565 -2.25526 -0.64918 -0.01 -0.01 -0.03 0.342
H 6.17887 -1.08211 -2.62299 0.04 0.06 -0.02 0.380
H 3.32582 -0.88946 -3.70483 0.01 -0.03 0.01 0.151
H 4.62340 -1.87549 -4.38076 0.00 0.01 0.00 0.407
H 4.75616 -0.11807 -4.40354 0.01 -0.03 0.00 0.396
H 4.90319 1.14291 -2.31768 -0.02 0.08 0.05 0.371
H 5.69629 0.40296 -0.92225 -0.07 0.03 0.10 0.336
H 4.23448 0.01043 1.13734 -0.02 -0.02 -0.04 0.433
```
Positions in Å, forces in eV/Å.


Entry 2:
Below is a 2-piece molecular cluster, C5H8N2S overall, with properties calculated with the ωB97M-V functional and the def2-TZVPD basis.

Energy above the lowest of the compared OMol25 structures with the same formula, charge and spin ... 422.6 kJ/mol
HOMO-LUMO gap (spin up / spin down) ... 8.22 / 8.22 eV
LUMO energy (spin up / spin down) ... 0.107 / 0.108 eV
Spin multiplicity ... 1

```
16
Properties=species:S:1:pos:R:3:forces:R:3:nbo_charge:R:1
C -1.39551 -0.65046 2.35374 0.73 1.24 -2.03 -0.104
C -0.12104 -0.49362 2.77121 0.60 -0.99 -0.17 -0.138
C -0.17384 -0.32422 0.57753 -1.81 -0.60 -4.20 0.327
C -0.35165 0.46940 -2.47513 0.97 -0.41 -0.44 -0.687
C 0.74731 -0.00592 -1.66842 0.51 -2.90 4.13 -0.243
N -1.42893 -0.51466 0.91002 0.11 0.36 1.43 -0.552
N 0.62845 -0.34818 1.60125 1.43 0.06 2.58 -0.594
S 2.09371 0.97853 -1.25172 -1.63 2.32 -0.37 0.083
H -2.22721 -0.55568 2.99876 -1.02 -0.48 0.10 0.204
H 0.35556 -0.68064 3.73029 -0.17 0.38 -0.27 0.211
H -0.70576 1.42690 -2.32376 -0.21 2.33 0.86 0.225
H -0.02269 0.44938 -3.47858 0.26 -0.21 -1.51 0.227
H -1.18238 -0.11830 -2.35532 -1.97 -1.85 0.13 0.250
H 1.08387 -1.08383 -1.73168 -0.80 1.29 -0.26 0.236
H 1.58876 -0.58857 1.58166 0.87 0.30 -0.26 0.407
H 1.11135 2.03988 -1.23986 2.13 -0.86 0.26 0.147
```
Positions in Å, forces in eV/Å.


Entry 3:
Below is a 2-piece molecular cluster, C32H28BF9O2S overall, with properties calculated with the ωB97M-V functional and the def2-TZVPD basis.

SMILES ... CC1(C)COB([C@H](c2ccccc2)c2ccc(C(F)(F)F)cc2)OC1.Cc1ccc(-c2cc(C(F)(F)F)cc(C(F)(F)F)c2)s1
Energy above the lowest of the compared OMol25 structures with the same formula, charge and spin ... 0.0 kJ/mol
HOMO-LUMO gap ... 6.87 eV
LUMO energy ... -1.240 eV
Spin multiplicity ... 1

```
73
Properties=species:S:1:pos:R:3:forces:R:3:mulliken_charge:R:1
C -2.95053 -2.14817 1.06948 -0.06 -0.44 0.26 -1.896
C -2.73950 -0.81653 0.35485 -0.42 -0.11 0.08 3.356
C -4.05902 -0.18224 -0.08045 -0.37 0.11 0.04 -1.773
C -2.08531 0.15750 1.39112 -0.16 -0.26 0.01 -2.069
O -0.76217 0.55896 1.14856 1.05 -0.72 -0.67 -0.730
B -0.02643 -0.14812 0.16159 -3.09 1.15 0.05 0.629
C 1.23745 -0.88321 0.46916 1.19 -2.65 0.39 1.039
C 1.80006 -1.69579 -0.67744 -0.10 0.35 -0.19 0.556
C 3.06433 -1.31369 -1.09691 0.53 -0.19 -0.25 -0.059
C 3.75279 -2.03770 -2.06898 -0.23 0.05 -0.01 -0.882
C 3.15447 -3.15561 -2.64723 0.18 -0.15 0.23 -0.646
C 1.86766 -3.54084 -2.27270 -0.55 0.96 0.53 -1.295
C 1.15363 -2.75888 -1.33618 0.47 -0.41 -0.26 -0.076
C 0.75216 -1.75977 1.62949 0.48 0.04 0.75 -0.458
C 0.42530 -1.07926 2.81685 0.09 0.44 0.20 -0.830
C -0.14503 -1.74458 3.87915 -0.10 -0.15 -0.16 -0.505
C -0.37869 -3.11052 3.77079 0.22 -0.65 0.27 0.342
C -1.02277 -3.82446 4.91576 -0.23 -0.23 0.50 0.799
F -2.37858 -3.97011 4.72990 1.14 -0.01 0.35 -0.264
F -0.84393 -3.13404 6.08456 -0.36 -0.79 -0.74 -0.282
F -0.49619 -5.07564 5.08943 -0.66 0.94 0.03 -0.274
C 0.05648 -3.84415 2.67262 0.18 0.82 -0.06 -1.335
C 0.65102 -3.14857 1.61556 -0.30 -0.67 -0.65 -0.143
O -0.67392 -0.50553 -0.99024 -0.28 -1.11 -0.36 0.079
C -1.94760 -1.11712 -0.94481 0.30 -0.15 0.41 -1.758
H -3.43591 -2.90202 0.42230 0.16 0.34 0.23 0.415
H -1.96112 -2.53730 1.36955 -0.45 -0.01 -0.03 0.426
H -3.56162 -2.02496 1.97827 0.17 -0.07 -0.28 0.398
H -4.58019 -0.81471 -0.82198 0.14 0.27 0.32 0.381
H -4.73479 -0.01227 0.77744 0.24 -0.08 -0.33 0.375
H -3.82257 0.79195 -0.53714 -0.28 -0.24 0.00 0.374
H -2.06042 -0.32665 2.37703 -0.28 -0.01 -0.14 0.373
H -2.67422 1.07094 1.47858 -0.17 -0.13 -0.02 0.594
H 2.02397 -0.30402 0.87492 0.80 0.82 0.40 0.960
H 3.51189 -0.41555 -0.65330 -0.01 -0.49 -0.10 0.373
H 4.75044 -1.71374 -2.35537 -0.18 -0.15 -0.08 0.438
H 3.70216 -3.75489 -3.36718 -0.03 0.10 0.03 0.398
H 1.38938 -4.41861 -2.70486 0.14 0.24 -0.01 0.419
H 0.11149 -3.02009 -1.10461 0.65 0.11 -0.06 0.444
H 0.56524 0.01392 2.91379 0.04 -0.91 -0.24 0.141
H -0.43333 -1.21371 4.77978 0.08 -0.06 -0.11 0.488
H -0.05060 -4.92163 2.61506 -0.04 0.14 0.13 0.432
H 0.96000 -3.74408 0.73384 -0.13 0.63 0.78 0.502
H -1.76385 -2.20642 -1.04831 -0.27 0.38 0.17 0.201
H -2.55527 -0.84126 -1.81110 0.32 0.35 -0.06 0.466
C -3.69552 4.56593 -1.38027 -0.43 0.39 0.11 -1.282
C -2.75454 3.43681 -1.45107 0.82 -0.87 -0.69 0.886
C -2.34340 2.75544 -2.57114 -0.53 -0.14 0.32 -1.240
C -1.28547 1.83125 -2.29929 0.39 1.41 0.49 -0.415
C -0.69804 2.06442 -1.05077 -1.78 -1.19 -1.71 1.077
C 0.67023 1.74993 -0.66043 3.53 2.40 -0.19 1.028
C 1.34590 2.50966 0.39213 -1.38 0.02 -0.08 -0.959
C 2.48685 3.25424 0.15204 0.97 0.10 -0.16 -0.166
C 3.01395 4.28418 1.14340 0.24 0.50 0.84 0.725
F 3.70446 5.30620 0.52891 -0.79 -1.21 0.51 -0.278
F 2.00096 4.87093 1.84833 0.86 -0.55 -0.51 -0.255
F 3.88201 3.74236 2.06192 -0.85 0.43 -0.82 -0.269
C 3.19718 3.14185 -1.04637 -0.39 -0.11 -0.27 -0.788
C 2.72111 2.19108 -1.95028 1.42 0.20 0.23 -0.123
C 3.44355 2.00140 -3.26398 0.36 -0.69 -1.04 0.720
F 3.63214 0.66408 -3.53597 -0.20 1.31 0.16 -0.198
F 2.71327 2.51163 -4.31072 0.67 -0.44 0.92 -0.275
F 4.67658 2.58522 -3.32381 -1.17 -0.39 0.24 -0.307
C 1.58705 1.44969 -1.71966 -1.47 -0.11 -0.29 -0.955
S -1.82032 2.92308 -0.10491 0.36 1.64 0.65 -0.327
H -4.01153 4.79596 -2.40523 -0.09 0.08 0.33 0.384
H -4.57496 4.33536 -0.76894 0.04 0.12 -0.13 0.283
H -3.19569 5.44296 -0.94769 -0.25 -0.10 -0.15 0.276
H -2.77143 2.97121 -3.56370 0.24 -0.41 0.58 0.350
H -0.97955 1.09365 -3.01269 0.60 0.06 -0.30 0.590
H 0.89593 2.60369 1.38748 -0.27 0.18 -0.58 0.370
H 4.07436 3.76492 -1.26421 -0.55 -0.36 0.10 0.531
H 1.29861 0.72603 -2.48373 -0.18 0.33 0.07 0.498
```
Positions in Å, forces in eV/Å.


| no. | F_max (eV/A) |
| --- | --- |
| 1 | 1.52 |
| 2 | 5.07 |
| 3 | 4.27 |